Record 1
A cluster of 2 separate species, CH2N4O in total in a non-equilibrium geometry. Source: OMol25; level of theory: ωB97M-V/def2-TZVPD.

Summary:
Maximum force in eV Å⁻¹: 3.60
2S+1: 1
Relative energy (zero: lowest compared OMol25 entry of this formula, charge and spin) in kcal/mol: 67.2
Energy in eV: -9073.38572
Gap between HOMO and LUMO in eV: 9.214
Highest occupied orbital energy in eV: -8.90

Element x y z (Å)
O1 -2.56555 -2.04272 -0.19028
N1 0.60865 -3.01259 0.34602
N2 0.73562 0.19070 -0.55889
N3 0.00171 -0.95714 -0.37074
N4 0.56730 -1.94787 -0.02820
C1 -2.33061 -1.43339 0.72767
H1 1.27197 0.10390 -1.38838
H2 0.12410 1.03952 -0.64372

Record 2
The molecule C4H8N2OS in a non-equilibrium geometry. Source: OMol25; level of theory: ωB97M-V/def2-TZVPD.

Summary:
Maximum force in eV Å⁻¹: 3.29
2S+1: 1
Relative energy (zero: lowest compared OMol25 entry of this formula, charge and spin) in kcal/mol: 19.4
Energy in eV: -20139.99439
Gap between HOMO and LUMO in eV: 8.820
Highest occupied orbital energy in eV: -8.04

Element x y z (Å)
S1 1.90252 0.26766 -1.71343
O1 0.20453 -1.16947 2.09214
N1 1.32088 -0.06024 -0.15527
N2 -0.93439 0.45675 -0.80703
C1 -2.23604 0.50745 -0.18039
C2 -0.47666 -0.10458 1.45674
C3 0.04286 0.11262 0.04338
C4 -1.94104 -0.33274 1.06888
H1 1.13286 -0.91399 2.00848
H2 -2.07085 -1.39838 0.83655
H3 -2.51925 1.53480 0.08986
H4 3.18739 0.32590 -1.30239
H5 -2.66324 -0.17346 1.89814
H6 -0.74904 0.94641 -1.69233
H7 -2.99141 0.04863 -0.79830
H8 -0.44328 0.83116 2.04227

Record 3
A cluster of 2 separate species, C3H10N2O2 in total. Source: OMol25; level of theory: ωB97M-V/def2-TZVPD.

Summary:
Maximum force in eV Å⁻¹: 0.67
2S+1: 1
Relative energy (zero: lowest compared OMol25 entry of this formula, charge and spin) in kcal/mol: 7.1
Energy in eV: -10349.18031
Gap between HOMO and LUMO in eV: 10.697
Highest occupied orbital energy in eV: -9.91

Element x y z (Å)
O1 2.62902 2.22175 -0.11671
O2 1.81680 0.20486 0.53430
N1 -0.08940 -0.35896 -1.38752
N2 1.23992 2.08132 1.66147
C1 1.95849 1.55290 0.62917
C2 -1.28433 -0.50024 -0.51064
C3 -1.49567 -1.95287 -0.12276
H1 -0.22655 0.40827 -2.03326
H2 0.85548 1.46274 2.34723
H3 -1.91668 -2.52355 -0.94867
H4 -2.17934 -0.12613 -1.01429
H5 -0.55601 -2.42226 0.15046
H6 -2.16954 -2.04183 0.71940
H7 0.01679 -1.18921 -1.95237
H8 1.39878 3.05705 1.83098
H9 -1.13025 0.11688 0.37374
H10 1.13250 0.00928 -0.16052